{
  "formula": "C21H32AsCoN6OS4SbTe",
  "method": "ωB97M-V/def2-TZVPD",
  "homo_ev": [-1.541, -1.483],
  "s_squared": 3.7658,
  "total_charge": -2,
  "multiplicity": 4,
  "symbols": ["Co", "S", "Sb", "S", "S", "S", "N", "C", "N", "C", "N", "N", "C", "N", "C", "C", "C", "C", "C", "N", "H", "H", "H", "H", "H", "H", "H", "H", "C", "O", "H", "H", "H", "H", "C", "As", "C", "C", "H", "H", "H", "H", "H", "H", "H", "H", "H", "C", "C", "C", "C", "C", "C", "Te", "C", "C", "C", "H", "H", "H", "H", "H", "H", "H", "H", "H", "H", "H"],
  "coordinates": [[-2.184, -1.684, -2.970], [-3.794, -3.438, -2.771], [-4.646, -2.907, -4.895], [-2.528, -1.113, -5.529], [-2.509, 0.334, -4.073], [-3.884, -4.394, -6.455], [-0.681, -4.205, -4.473], [-0.399, -4.213, -3.207], [0.390, -5.155, -2.671], [0.413, -5.219, -1.364], [1.161, -6.269, -0.854], [-0.208, -4.447, -0.496], [-0.851, -3.443, -1.103], [-0.893, -3.234, -2.413], [-1.646, -2.497, -0.303], [-1.909, -2.677, 1.033], [-2.804, -1.838, 1.686], [-3.451, -0.866, 0.948], [-3.074, -0.663, -0.397], [-2.298, -1.535, -0.963], [-0.372, -5.028, -4.964], [-1.397, -3.607, -4.898], [1.764, -6.814, -1.451], [1.457, -6.128, 0.101], [-1.421, -3.424, 1.611], [-2.992, -1.973, 2.718], [-4.254, -0.224, 1.375], [-3.541, 0.085, -1.056], [2.768, 1.051, 2.868], [2.811, 0.032, 1.896], [1.998, 1.764, 2.585], [3.773, 1.474, 2.949], [2.502, 0.614, 3.844], [1.905, 0.012, 1.508], [0.979, 1.101, -2.539], [0.683, -0.794, -2.790], [1.604, -0.597, -4.531], [2.151, -1.574, -1.732], [1.440, 1.517, -3.417], [1.602, 1.349, -1.684], [0.041, 1.606, -2.399], [1.302, 0.413, -4.958], [1.341, -1.377, -5.259], [2.696, -0.425, -4.412], [3.121, -1.183, -2.032], [2.153, -2.621, -1.966], [1.944, -1.459, -0.662], [1.025, 6.162, 5.400], [0.703, 5.129, 4.349], [1.422, 5.039, 3.133], [1.231, 4.018, 2.186], [2.206, 3.911, 1.043], [0.197, 3.104, 2.390], [-0.324, 1.682, 0.817], [-0.601, 3.223, 3.534], [-1.783, 2.287, 3.815], [-0.309, 4.217, 4.525], [1.602, 5.700, 6.260], [0.104, 6.546, 5.869], [1.630, 6.972, 4.939], [2.237, 5.735, 3.013], [2.794, 4.793, 0.830], [1.814, 3.552, 0.089], [2.868, 3.106, 1.276], [-2.609, 2.425, 3.095], [-2.141, 2.489, 4.836], [-1.352, 1.317, 3.758], [-0.977, 4.265, 5.408]]
}

***

{
  "formula": "C30H23Cl2N2O2S5Zn",
  "method": "ωB97M-V/def2-TZVPD",
  "homo_ev": -4.726,
  "total_charge": -1,
  "de_lowest_kcal_mol": 21.1,
  "symbols": ["Zn", "S", "C", "C", "C", "C", "N", "C", "C", "C", "S", "C", "N", "H", "H", "O", "S", "C", "C", "C", "C", "S", "O", "C", "C", "C", "C", "C", "C", "C", "C", "C", "C", "C", "C", "H", "H", "H", "H", "H", "H", "H", "H", "H", "H", "H", "H", "H", "H", "H", "H", "H", "H", "Cl", "C", "C", "C", "C", "C", "Cl", "C", "S", "H", "H", "H"],
  "coordinates": [[1.655, 1.044, -1.072], [2.723, 3.239, -1.322], [1.332, 4.095, -0.792], [1.520, 5.215, 0.010], [0.444, 5.931, 0.522], [0.681, 7.056, 1.330], [0.903, 7.978, 1.982], [-0.871, 5.509, 0.222], [-1.058, 4.407, -0.607], [0.013, 3.690, -1.124], [-0.300, 2.320, -2.140], [-1.980, 6.176, 0.764], [-2.903, 6.696, 1.212], [2.534, 5.517, 0.240], [-2.059, 4.085, -0.857], [1.160, 1.182, 1.057], [0.124, 1.298, 2.104], [-1.439, 1.773, 1.198], [-2.730, 1.003, 1.418], [-2.862, -0.210, 0.494], [-2.957, 0.169, -0.976], [-1.397, -0.297, -1.905], [-0.355, -0.393, -0.872], [-1.879, -2.034, -2.147], [-2.832, -2.362, -3.097], [-3.135, -3.693, -3.326], [-2.475, -4.683, -2.611], [-1.512, -4.348, -1.673], [-1.207, -3.017, -1.447], [-0.371, -0.367, 2.631], [-1.152, -0.436, 3.774], [-1.606, -1.665, 4.219], [-1.275, -2.814, 3.517], [-0.453, -2.739, 2.404], [0.004, -1.511, 1.954], [-1.137, 1.721, 0.153], [-1.562, 2.820, 1.472], [-3.565, 1.684, 1.229], [-2.822, 0.675, 2.454], [-3.736, -0.795, 0.796], [-1.983, -0.843, 0.627], [-3.053, 1.245, -1.112], [-3.775, -0.334, -1.485], [-3.322, -1.578, -3.659], [-3.881, -3.960, -4.064], [-2.715, -5.722, -2.786], [-0.989, -5.118, -1.124], [-0.434, -2.724, -0.754], [-1.386, 0.470, 4.313], [-2.213, -1.723, 5.109], [-1.653, -3.770, 3.848], [-0.166, -3.639, 1.883], [0.638, -1.427, 1.085], [4.668, 0.896, -0.684], [5.053, -0.769, -0.919], [6.384, -1.144, -0.898], [6.735, -2.471, -1.068], [5.744, -3.419, -1.266], [4.420, -3.028, -1.285], [3.220, -4.240, -1.527], [4.016, -1.693, -1.112], [2.324, -1.324, -1.121], [7.134, -0.383, -0.745], [7.773, -2.765, -1.041], [5.997, -4.459, -1.402]]
}

***

{
  "formula": "C18H29INO3",
  "method": "ωB97M-V/def2-TZVPD",
  "homo_ev": -11.183,
  "total_charge": 1,
  "symbols": ["C", "C", "O", "O", "C", "C", "C", "C", "C", "C", "C", "C", "C", "C", "C", "C", "I", "N", "H", "H", "H", "H", "H", "H", "H", "H", "H", "H", "H", "H", "H", "H", "H", "H", "H", "H", "H", "H", "H", "C", "C", "C", "O", "C", "H", "H", "H", "H", "H", "H", "H", "H"],
  "coordinates": [[2.879, 0.393, 2.158], [2.663, 1.381, 1.015], [3.595, 1.624, 0.272], [1.466, 1.974, 0.737], [0.430, 1.864, 1.731], [-0.341, 0.555, 1.658], [-0.973, 0.286, 0.287], [0.060, -0.110, -0.798], [-0.417, -1.225, -1.755], [-0.813, -0.694, -3.142], [0.362, -0.515, -4.082], [1.563, -1.125, -3.976], [2.581, -0.864, -4.872], [2.378, 0.041, -5.897], [3.487, 0.375, -6.862], [1.138, 0.613, -5.989], [0.753, 1.960, -7.559], [0.182, 0.331, -5.107], [3.915, 0.519, 2.467], [2.741, -0.621, 1.781], [2.266, 0.558, 3.044], [0.840, 2.063, 2.724], [-0.264, 2.688, 1.544], [-1.129, 0.603, 2.420], [0.272, -0.311, 1.930], [-1.632, -0.580, 0.424], [-1.624, 1.113, -0.015], [0.943, -0.479, -0.268], [0.372, 0.801, -1.319], [-1.292, -1.707, -1.313], [0.360, -1.988, -1.801], [-1.193, 0.324, -2.976], [-1.635, -1.247, -3.604], [1.770, -1.831, -3.187], [3.526, -1.375, -4.739], [3.725, 1.439, -6.809], [3.179, 0.108, -7.874], [4.388, -0.182, -6.605], [-0.704, 0.807, -5.248], [-3.282, -0.156, 6.466], [-2.181, -1.044, 5.901], [-2.828, -1.568, 4.628], [-3.722, -0.549, 4.171], [-3.884, 0.436, 5.200], [-2.924, 0.602, 7.159], [-4.024, -0.768, 6.983], [-1.304, -0.438, 5.655], [-1.865, -1.839, 6.575], [-3.414, -2.472, 4.824], [-2.100, -1.790, 3.845], [-3.349, 1.341, 4.893], [-4.941, 0.678, 5.307]]
}

***

{
  "formula": "C6H10N2",
  "method": "ωB97M-V/def2-TZVPD",
  "homo_ev": -8.042,
  "de_lowest_kcal_mol": 105.9,
  "symbols": ["C", "C", "C", "C", "C", "C", "N", "N", "H", "H", "H", "H", "H", "H", "H", "H", "H", "H"],
  "coordinates": [[2.676, -1.008, -0.106], [-1.108, 1.604, 0.281], [1.604, 0.043, 0.000], [-0.942, 0.154, 0.219], [-0.113, -0.758, -0.087], [-2.527, -0.903, 0.119], [1.792, 1.285, 0.020], [-3.539, -0.674, -0.580], [2.764, 1.583, 0.174], [-3.423, 0.087, -1.255], [-0.016, -1.821, -0.176], [-2.592, -1.698, 0.870], [3.679, -0.570, -0.068], [2.578, -1.723, 0.712], [2.572, -1.552, -1.046], [-0.245, 2.041, 0.792], [-1.163, 2.033, -0.720], [-1.998, 1.876, 0.849]]
}

***

{
  "formula": "C21H20Cl2N5O2Ta",
  "method": "ωB97M-V/def2-TZVPD",
  "homo_ev": -13.879,
  "total_charge": 2,
  "de_lowest_kcal_mol": 0.0,
  "symbols": ["Ta", "O", "C", "N", "C", "C", "C", "C", "C", "C", "N", "C", "C", "C", "C", "C", "N", "H", "H", "H", "H", "H", "H", "H", "H", "H", "H", "C", "N", "C", "C", "O", "H", "H", "H", "H", "H", "H", "H", "Cl", "C", "C", "C", "C", "C", "Cl", "C", "N", "H", "H", "H"],
  "coordinates": [[9.965, 11.328, 8.991], [9.766, 15.153, 7.119], [9.520, 14.037, 7.541], [10.342, 13.303, 8.399], [11.731, 13.697, 8.732], [12.662, 12.537, 8.436], [14.014, 12.665, 8.381], [14.717, 11.562, 7.953], [14.078, 10.345, 7.671], [12.709, 10.242, 7.951], [12.032, 11.344, 8.328], [8.270, 13.269, 7.251], [7.222, 13.808, 6.581], [6.041, 13.068, 6.409], [6.089, 11.740, 6.899], [7.218, 11.249, 7.458], [8.277, 12.003, 7.690], [11.757, 13.897, 9.806], [12.101, 14.586, 8.179], [14.426, 13.639, 8.509], [15.792, 11.697, 7.774], [14.616, 9.449, 7.366], [12.151, 9.296, 7.873], [7.352, 14.798, 6.123], [5.178, 13.377, 5.858], [5.240, 11.066, 6.828], [7.210, 10.207, 7.766], [8.604, 7.041, 7.457], [9.184, 7.162, 8.769], [9.100, 5.946, 9.597], [9.742, 8.224, 9.236], [9.844, 9.309, 8.522], [8.825, 7.899, 6.864], [7.479, 6.897, 7.505], [9.043, 6.156, 7.004], [8.033, 5.820, 9.798], [9.597, 6.180, 10.525], [9.538, 5.137, 9.015], [10.156, 8.205, 10.275], [7.303, 11.243, 11.083], [8.407, 11.451, 12.394], [7.997, 11.541, 13.717], [8.917, 11.818, 14.710], [10.244, 11.934, 14.387], [10.739, 11.817, 13.082], [12.411, 11.909, 12.667], [9.794, 11.534, 12.063], [10.176, 11.425, 10.729], [6.951, 11.530, 13.912], [8.478, 11.867, 15.712], [10.970, 12.055, 15.115]]
}

***

{
  "formula": "CH3NO2",
  "method": "ωB97M-V/def2-TZVPD",
  "homo_ev": [-10.069, -9.428],
  "de_lowest_kcal_mol": 232.6,
  "symbols": ["C", "N", "O", "O", "H", "H", "H"],
  "coordinates": [[1.274, -0.020, 0.049], [-0.853, 0.666, -0.425], [-2.765, -0.301, 0.090], [-1.491, -0.199, 0.085], [1.692, 0.487, -0.759], [1.289, 0.416, 1.062], [0.855, -1.049, -0.103]]
}

***

Repeat the second record exactly.
{
  "formula": "C30H23Cl2N2O2S5Zn",
  "method": "ωB97M-V/def2-TZVPD",
  "homo_ev": -4.726,
  "total_charge": -1,
  "de_lowest_kcal_mol": 21.1,
  "symbols": ["Zn", "S", "C", "C", "C", "C", "N", "C", "C", "C", "S", "C", "N", "H", "H", "O", "S", "C", "C", "C", "C", "S", "O", "C", "C", "C", "C", "C", "C", "C", "C", "C", "C", "C", "C", "H", "H", "H", "H", "H", "H", "H", "H", "H", "H", "H", "H", "H", "H", "H", "H", "H", "H", "Cl", "C", "C", "C", "C", "C", "Cl", "C", "S", "H", "H", "H"],
  "coordinates": [[1.655, 1.044, -1.072], [2.723, 3.239, -1.322], [1.332, 4.095, -0.792], [1.520, 5.215, 0.010], [0.444, 5.931, 0.522], [0.681, 7.056, 1.330], [0.903, 7.978, 1.982], [-0.871, 5.509, 0.222], [-1.058, 4.407, -0.607], [0.013, 3.690, -1.124], [-0.300, 2.320, -2.140], [-1.980, 6.176, 0.764], [-2.903, 6.696, 1.212], [2.534, 5.517, 0.240], [-2.059, 4.085, -0.857], [1.160, 1.182, 1.057], [0.124, 1.298, 2.104], [-1.439, 1.773, 1.198], [-2.730, 1.003, 1.418], [-2.862, -0.210, 0.494], [-2.957, 0.169, -0.976], [-1.397, -0.297, -1.905], [-0.355, -0.393, -0.872], [-1.879, -2.034, -2.147], [-2.832, -2.362, -3.097], [-3.135, -3.693, -3.326], [-2.475, -4.683, -2.611], [-1.512, -4.348, -1.673], [-1.207, -3.017, -1.447], [-0.371, -0.367, 2.631], [-1.152, -0.436, 3.774], [-1.606, -1.665, 4.219], [-1.275, -2.814, 3.517], [-0.453, -2.739, 2.404], [0.004, -1.511, 1.954], [-1.137, 1.721, 0.153], [-1.562, 2.820, 1.472], [-3.565, 1.684, 1.229], [-2.822, 0.675, 2.454], [-3.736, -0.795, 0.796], [-1.983, -0.843, 0.627], [-3.053, 1.245, -1.112], [-3.775, -0.334, -1.485], [-3.322, -1.578, -3.659], [-3.881, -3.960, -4.064], [-2.715, -5.722, -2.786], [-0.989, -5.118, -1.124], [-0.434, -2.724, -0.754], [-1.386, 0.470, 4.313], [-2.213, -1.723, 5.109], [-1.653, -3.770, 3.848], [-0.166, -3.639, 1.883], [0.638, -1.427, 1.085], [4.668, 0.896, -0.684], [5.053, -0.769, -0.919], [6.384, -1.144, -0.898], [6.735, -2.471, -1.068], [5.744, -3.419, -1.266], [4.420, -3.028, -1.285], [3.220, -4.240, -1.527], [4.016, -1.693, -1.112], [2.324, -1.324, -1.121], [7.134, -0.383, -0.745], [7.773, -2.765, -1.041], [5.997, -4.459, -1.402]]
}